# 1
Here is C20H27BrNOReS3 as an isolated structure in a non-equilibrium geometry from the OMol25 dataset. Energies are from the ωB97M-V functional and the def2-TZVPD basis.

```
! RIJCOSX wB97M-V def2-TZVPD def2/J DEFGRID3
* xyz 3 4
Re -0.62489 -0.17509 -0.14628
C -2.84943 1.07855 1.98790
C -3.76534 0.02480 1.38106
S -2.79805 -1.32099 0.50451
C -3.57123 -1.41372 -1.12513
C -3.46104 -0.21041 -2.03273
S -1.69436 0.41150 -2.05418
C -1.99402 2.26095 -1.97899
C -2.40288 2.70503 -0.60125
S -1.54313 1.70127 0.76588
H -2.20830 0.62029 2.71712
H -3.39858 1.88686 2.47943
H -4.54086 0.42473 0.72524
H -4.31889 -0.48000 2.17704
H -4.59952 -1.73034 -0.94249
H -3.05074 -2.23252 -1.65134
H -4.14078 0.61267 -1.79928
H -3.65898 -0.45944 -3.07016
H -2.71582 2.50400 -2.76912
H -1.02291 2.64736 -2.33690
H -3.43888 2.45597 -0.37869
H -2.10383 3.74600 -0.36462
Br 0.00746 -2.47130 -1.15147
C 1.45963 -1.65537 -2.08281
C 2.26016 -2.42594 -2.89535
C 3.31438 -1.87726 -3.65586
C 3.61593 -0.55575 -3.54628
C 2.85483 0.29620 -2.66787
C 3.25319 1.62377 -2.50740
C 2.58223 2.42752 -1.64232
C 1.43105 1.92049 -0.92854
C 1.01656 0.60328 -1.01160
C 1.73708 -0.27243 -1.89366
H 2.06210 -3.49398 -3.02327
H 3.83511 -2.50568 -4.37974
H 4.44747 -0.10919 -4.11373
H 4.11360 1.96954 -3.06184
H 2.95896 3.45319 -1.42235
H 0.79323 2.59293 -0.36512
C 0.68586 -2.66319 3.36551
N 1.40874 -1.43723 3.31242
C 2.25719 -1.11242 4.45061
C 1.20814 -0.58893 2.34282
C 1.68296 0.80875 2.43697
O 0.61908 -0.98584 1.25460
H 1.30952 -3.41926 3.91446
H 0.49148 -2.98741 2.33666
H -0.28973 -2.54696 3.87358
H 2.51931 -2.08590 4.90904
H 1.72871 -0.49813 5.17500
H 3.19504 -0.63549 4.13074
H 2.52140 0.88103 3.14655
H 0.84558 1.50461 2.76023
H 1.97622 1.18887 1.45301
*
```

As for the calculated total energy: -4754.13569 Ha. The highest occupied orbital energy (spin up / spin down) comes out at -17.2 / -17.4 eV. The calculation puts the energy above the lowest of the compared OMol25 structures with the same formula, charge and spin at 73.3 kJ/mol. Its orbital gap (spin up / spin down) is 8.1702 / 4.7524 eV. The calculation puts the largest force on an atom at 3.7 eV/Å. The expectation value of S² is 3.78.

Results of the Mulliken charge analysis, in e, for atoms 1 through 6:
1. Re -0.1194
2. C -0.8294
3. C -0.6855
4. S 0.0137
5. C -0.8144
6. C -0.7029

---

# 2
Here is a single C20H27F2N3O2 molecule from the OMol25 dataset. Energies are from the ωB97M-V functional and the def2-TZVPD basis.

```
! RIJCOSX wB97M-V def2-TZVPD def2/J DEFGRID3
* xyz 0 1
O -0.31369 -1.91450 0.59468
C -0.53195 -1.39145 -0.48348
C 0.54089 -1.22315 -1.55183
C 1.28360 0.14943 -1.48261
C 0.23380 1.22360 -1.22440
O -0.64408 1.45476 -2.03946
N 0.27429 1.85895 -0.04434
C 1.28387 1.70964 0.97738
C 1.97614 0.36120 0.82130
N 2.39218 0.24507 -0.56436
C 3.45272 -0.71980 -0.76961
C 4.77932 -0.15062 -0.33382
C 5.02273 1.21693 -0.34928
C 6.24696 1.72936 0.03862
C 7.26340 0.88352 0.44802
C 7.03551 -0.48005 0.46176
F 8.01521 -1.31275 0.85394
C 5.80487 -0.99405 0.07486
F 5.60503 -2.32619 0.09366
N -1.74485 -0.94455 -0.85620
C -2.88269 -0.90545 0.04592
C -2.96661 0.48747 0.67883
C -4.18069 0.71687 1.57670
C -5.48602 0.84486 0.78977
C -6.21227 -0.47948 0.53960
C -5.30681 -1.66584 0.19806
C -4.13555 -1.32651 -0.72484
H 0.07611 -1.30370 -2.53417
H 1.26914 -2.02574 -1.43597
H 1.68507 0.34188 -2.48662
H -0.42822 2.57342 0.09013
H 2.02359 2.51589 0.88565
H 0.80895 1.78331 1.95929
H 1.30609 -0.45284 1.12524
H 2.86370 0.33675 1.45560
H 3.51530 -0.94545 -1.83950
H 3.27248 -1.66574 -0.23626
H 4.22707 1.86882 -0.67224
H 6.41641 2.79458 0.02050
H 8.22682 1.25831 0.75349
H -1.81779 -0.37833 -1.69041
H -2.67116 -1.64495 0.82642
H -2.05598 0.63040 1.26686
H -2.96559 1.23273 -0.12201
H -4.01296 1.64688 2.12575
H -4.25972 -0.08448 2.31189
H -6.17115 1.50130 1.33125
H -5.26973 1.33207 -0.16289
H -6.92385 -0.32427 -0.27481
H -6.79222 -0.74399 1.42681
H -5.92604 -2.43157 -0.27396
H -4.90888 -2.10284 1.11547
H -3.87283 -2.21502 -1.30393
H -4.41992 -0.54469 -1.43047
*
```

As for the calculated total energy: -1292.83476 Ha. The highest occupied orbital energy comes out at -8.9 eV. Its SMILES is O=C(C[C@H]1C(=O)NCCN1Cc1cccc(F)c1F)NC1CCCCCC1. The calculation puts the energy above the lowest of the compared OMol25 structures with the same formula, charge and spin at 41.7 kJ/mol. Its orbital gap is 9.5087 eV. The calculation puts the largest force on an atom at 0.6 eV/Å.

Results of the natural (NBO) charge analysis, in e, for atoms 1 through 6:
1. O -0.6541
2. C 0.6771
3. C -0.5087
4. C -0.1180
5. C 0.6926
6. O -0.6619

---

# 3
Here is C20H27FN10O11P2Ti as an isolated structure from the OMol25 dataset. Energies are from the ωB97M-V functional and the def2-TZVPD basis.

```
! RIJCOSX wB97M-V def2-TZVPD def2/J DEFGRID3
* xyz 0 3
Ti 0.32586 -0.66588 0.82616
N 3.09908 -2.50093 4.45596
C 2.01854 -2.76309 3.42205
C 1.69694 -4.25117 3.43495
P 0.56248 -1.75206 3.99566
O 1.34839 -0.44974 4.51144
O 0.00902 -2.50568 5.13616
O -0.26335 -1.40426 2.77931
P 2.82609 -2.24010 1.83824
O 2.07731 -3.11243 0.69681
O 4.25077 -2.62464 2.00972
O 2.38482 -0.83736 1.51600
H 2.94197 -3.05793 5.29471
H 3.03233 -1.50340 4.70528
H 4.00495 -2.70645 4.00610
H 1.32385 -4.54108 4.41791
H 2.57126 -4.85285 3.16921
H 0.90275 -4.45384 2.71796
H 1.24089 0.36281 3.94118
H 2.42815 -4.00299 0.58945
F -0.64429 3.68664 -2.51161
C 0.56357 3.57342 -1.92109
C 0.67665 3.58609 -0.58713
N 1.88876 3.47401 0.04166
C 1.91426 3.29927 1.49113
C 1.12136 2.06573 1.95650
O 1.18727 1.80538 3.15936
O 0.48148 1.45701 1.05116
C 3.05377 3.27848 -0.67665
O 4.14328 3.11483 -0.17831
N 2.88530 3.29066 -2.05617
C 1.70729 3.38373 -2.77482
O 1.69499 3.32485 -3.99493
H -0.18687 3.68007 0.05238
H 1.53162 4.19338 1.98393
H 2.95025 3.16516 1.78796
H 3.73144 3.13091 -2.58506
C -4.76332 -0.35498 -2.21063
N -3.35182 -0.71852 -2.31826
N -2.65978 -0.78180 -1.11454
C -1.77351 -1.82484 -1.13454
O -0.91372 -2.00842 -0.25376
C -2.02687 -2.52983 -2.35772
C -2.98760 -1.84649 -3.02583
C -3.65206 -2.16538 -4.31852
C -2.60649 0.32934 -0.23083
C -2.61776 0.09362 1.14486
C -2.58044 1.17542 2.01306
C -2.60309 2.46968 1.51595
C -2.61731 2.69037 0.14584
C -2.59428 1.62305 -0.73805
H -4.84904 0.52236 -1.57529
H -5.35505 -1.17097 -1.78676
H -5.13366 -0.10139 -3.20064
H -1.48720 -3.40032 -2.68764
H -3.13891 -2.99205 -4.80295
H -3.63815 -1.30373 -4.98723
H -4.69267 -2.45604 -4.15996
H -2.61583 -0.91749 1.52958
H -2.53960 0.99423 3.07833
H -2.59812 3.30975 2.19891
H -2.63153 3.70133 -0.24360
H -2.56304 1.78500 -1.80742
N 0.54577 0.64821 -4.48783
N 1.05361 0.27270 -3.25817
N 2.32406 -0.00470 -3.07474
C 2.33649 -0.34244 -1.79281
N 1.11780 -0.25967 -1.25169
N 0.30206 0.14195 -2.19999
H 1.03561 1.50803 -4.74647
H -0.42335 0.89896 -4.31860
H 3.21657 -0.63147 -1.24462
*
```

As for the calculated total energy: -3785.95507 Ha. The highest occupied orbital energy (spin up / spin down) comes out at -5.8 / -8.9 eV. The calculation puts the energy above the lowest of the compared OMol25 structures with the same formula, charge and spin at 0.0 kJ/mol. Its orbital gap (spin up / spin down) is 5.9888 / 9.0943 eV. The calculation puts the largest force on an atom at 0.9 eV/Å. The expectation value of S² is 2.00.

Results of the Mulliken charge analysis, in e, for atoms 1 through 6:
1. Ti 0.4989
2. N -0.2162
3. C 0.6336
4. C -2.0318
5. P 1.0022
6. O -0.8021

---

# 4
Here is a single C20H27FN2O3 molecule from the OMol25 dataset. Energies are from the ωB97M-V functional and the def2-TZVPD basis.

```
! RIJCOSX wB97M-V def2-TZVPD def2/J DEFGRID3
* xyz 0 1
O -0.51640 -0.08155 -2.20069
C -0.22330 0.36809 -1.11232
N -1.00848 1.22481 -0.42991
C -2.33993 1.57295 -0.85810
C -3.41526 0.87843 0.00299
O -3.07758 1.19942 1.34550
C -3.38679 -0.64093 -0.22777
C -4.52193 -1.35642 0.50107
C -5.87332 -0.78980 0.07763
C -5.93014 0.70942 0.35343
C -4.79793 1.43556 -0.37109
C 1.07959 0.02421 -0.38072
C 0.79472 -1.04032 0.69620
C 1.15239 -2.43203 0.17275
C 2.64889 -2.44655 -0.05913
O 3.40911 -3.25524 0.43848
N 3.05942 -1.41304 -0.82554
C 4.47374 -1.14187 -0.99432
C 4.88365 0.00439 -0.10683
C 4.93042 -0.16006 1.27310
C 5.24743 0.89761 2.10562
C 5.52549 2.14606 1.57203
C 5.48403 2.33741 0.20275
C 5.16010 1.26745 -0.61122
F 5.11264 1.47017 -1.94990
C 2.09917 -0.50529 -1.40324
H -0.78791 1.46527 0.52400
H -2.46409 2.65609 -0.77109
H -2.43693 1.27289 -1.90191
H -3.75554 0.82627 1.91867
H -2.42568 -1.03465 0.10783
H -3.46578 -0.82911 -1.29897
H -4.40061 -1.25018 1.58320
H -4.47712 -2.42299 0.27400
H -6.67672 -1.29828 0.61417
H -6.01819 -0.96535 -0.99027
H -5.86266 0.88809 1.43057
H -6.88695 1.11484 0.01933
H -4.82513 2.50006 -0.12851
H -4.93124 1.32873 -1.44853
H 1.45890 0.93213 0.09682
H -0.25447 -1.00826 0.99714
H 1.39789 -0.83696 1.58446
H 0.61727 -2.63396 -0.75642
H 0.90268 -3.20414 0.90028
H 4.68265 -0.92027 -2.04379
H 5.00315 -2.05173 -0.69839
H 4.71485 -1.13582 1.68200
H 5.28165 0.74855 3.17412
H 5.77590 2.97191 2.22016
H 5.69511 3.29732 -0.24168
H 2.63388 0.32790 -1.85950
H 1.53539 -1.01127 -2.19845
*
```

As for the calculated total energy: -1213.47625 Ha. The highest occupied orbital energy comes out at -9.0 eV. Its SMILES is O=C(NCC1(O)CCCCC1)[C@H]1CCC(=O)N(Cc2ccccc2F)C1. The calculation puts the energy above the lowest of the compared OMol25 structures with the same formula, charge and spin at 11.7 kJ/mol. Its orbital gap is 9.5604 eV. The calculation puts the largest force on an atom at 0.9 eV/Å.

Results of the natural (NBO) charge analysis, in e, for atoms 1 through 6:
1. O -0.6389
2. C 0.6963
3. N -0.6154
4. C -0.2342
5. C 0.2518
6. O -0.7415

---

- Which of these has the lowest energy above the lowest of the compared OMol25 structures with the same formula, charge and spin?
  C20H27FN10O11P2Ti

---

- What is the calculated total energy in the first record?
  -4754.13569 Ha